Computed, not measured: a 2-piece molecular cluster, CH4NO2 overall at a distorted geometry, with ωB97M-V with the def2-TZVPD basis set.

**Molecular weight**: 62.0 g/mol
**E_HOMO**: -15.76 eV
**Relative energy (zero: lowest compared OMol25 entry of this formula, charge and spin)**: 479.70 kJ/mol
**Frontier orbital gap**: 10.79 eV
**Charge**: +1

Element x y z (Å)
C  0.82015  -0.29203  2.29642
N  0.38546  0.07181  1.32407
O  -0.65503  0.77917  -1.10919
O  -0.33675  -0.58198  -1.37250
H  0.12733  0.18520  0.27540
H  1.02492  -0.47224  3.39802
H  -0.03938  -0.54639  -2.27033
H  -1.38914  0.98366  -1.77831